1.
41
Properties=species:S:1:pos:R:3:forces:R:3 method="wB97M-V/def2-TZVPD" gap_ev=4.47 charge=+1 homo_energy_ev=-9.677 energy_ev=-39909.2120 de_lowest_kj_mol=182.3
O 3.1633 -0.8657 -1.6210 -0.06 -8.50 4.39
C 3.1653 -2.0759 -0.9991 -0.45 6.04 -3.10
O 1.9491 -2.7120 -0.4373 4.50 1.91 0.45
C 4.6730 -2.7933 -0.9097 -0.96 -0.67 0.45
P 5.3685 -2.2287 0.8201 -0.62 -2.66 0.69
O 5.7709 -3.5928 1.8331 -1.53 3.22 -1.57
H 2.0474 -2.5624 0.5671 -0.67 -0.37 -1.92
H 4.5829 -3.9828 -0.9375 0.27 2.63 0.25
H 5.4009 -2.4068 -1.7420 -1.65 -0.56 1.60
H 4.3287 -1.4864 1.5273 0.98 -0.53 -0.63
H 6.4740 -1.3333 0.5944 -0.50 -0.80 0.45
H 5.0921 -3.6862 2.5645 0.95 0.17 -0.95
O -0.8707 -0.6429 1.2991 -2.02 -2.76 -0.99
P -1.8084 0.0378 0.2721 3.21 5.92 0.63
N -0.5681 0.4889 -0.7782 1.44 0.36 -1.84
C 0.4280 1.5116 -0.5760 0.10 0.23 0.38
C -0.0380 -0.6015 -1.5995 -0.68 -0.27 -0.30
N -2.3485 1.2357 1.3637 -1.38 -0.12 2.16
C -1.8124 2.5775 1.4859 -0.39 0.32 -0.55
C -2.6350 0.7384 2.7183 0.04 -0.31 -0.07
N -2.8865 0.8203 -0.9085 -1.53 -2.25 0.55
C -2.6237 1.8672 -1.8752 0.79 -0.46 -0.95
C -4.3029 0.5205 -0.7554 -0.27 -0.16 0.14
H 0.8791 1.7986 -1.5315 -0.01 -0.30 -0.03
H 1.2265 1.1876 0.1005 0.20 0.11 0.11
H 0.0093 2.4387 -0.2016 -0.11 -0.06 0.24
H -0.7025 -0.7711 -2.4567 0.00 -0.12 -0.01
H 0.0326 -1.5339 -1.0347 -0.03 0.07 -0.06
H 0.9590 -0.3962 -2.0028 -0.37 0.25 0.26
H -0.7748 2.5709 1.8344 0.13 0.03 0.04
H -2.3942 3.1731 2.2023 -0.02 -0.38 -0.05
H -1.8846 3.1329 0.5532 0.19 -0.04 -0.12
H -1.7251 0.6628 3.3168 0.11 -0.10 0.17
H -3.1040 -0.2498 2.6787 0.20 0.14 0.02
H -3.3383 1.3951 3.2419 0.09 0.12 -0.28
H -2.0558 2.7014 -1.4618 0.16 -0.17 0.12
H -3.5480 2.3040 -2.2725 -0.11 -0.41 0.33
H -2.0779 1.4711 -2.7375 0.03 0.24 -0.03
H -4.8045 1.2901 -0.1605 -0.04 0.07 -0.05
H -4.4406 -0.4412 -0.2494 -0.02 0.19 -0.03
H -4.8061 0.4383 -1.7249 0.06 -0.02 0.09

2.
114
Properties=species:S:1:pos:R:3:forces:R:3 method="wB97M-V/def2-TZVPD" gap_ev=5.20 charge=-2 homo_energy_ev=-1.007 energy_ev=-251355.8890 de_lowest_kj_mol=41.6
Ta 0.1842 -0.8820 0.0542 -1.51 -0.77 0.56
C 3.5597 4.2820 -1.0280 0.06 -0.24 0.01
Si 4.3312 2.6316 -0.4987 0.30 0.42 -0.09
C 4.5577 1.5415 -2.0265 -0.15 -0.05 0.26
C 6.1087 2.9813 0.0846 -0.21 0.05 0.05
C 3.4009 1.9865 1.0105 -0.25 -0.30 -0.09
C 3.8004 2.2383 2.3108 0.19 -0.02 -0.04
C 3.0722 1.7401 3.3863 -0.01 0.03 0.05
C 1.9809 0.9398 3.1201 -0.25 -0.05 0.20
N 1.5371 0.6826 1.8937 0.10 -0.07 -0.58
C 2.2037 1.2365 0.8652 0.23 0.62 0.25
S 1.5044 1.0637 -0.6901 0.76 0.48 -0.91
H 4.1841 4.7850 -1.7718 0.02 -0.03 -0.01
H 3.4287 4.9582 -0.1796 0.03 -0.04 0.03
H 2.5774 4.1126 -1.4754 -0.01 -0.03 0.02
H 5.5050 1.7754 -2.5249 -0.03 0.06 0.11
H 3.7441 1.6970 -2.7334 -0.06 -0.02 0.00
H 4.5577 0.4797 -1.7717 -0.02 -0.01 0.01
H 6.6907 3.3878 -0.7466 -0.01 0.01 0.00
H 6.5910 2.0562 0.4106 -0.01 -0.01 0.01
H 6.1599 3.6970 0.9093 0.00 -0.01 -0.01
H 4.7035 2.8106 2.5010 -0.03 0.00 0.01
H 3.3678 1.9359 4.4075 0.02 -0.05 0.01
H 1.4036 0.4995 3.9270 0.07 -0.06 0.02
Te 0.7323 -2.2597 -2.0566 -0.03 0.07 -0.65
C -1.2377 -2.7642 1.0733 0.68 0.76 0.22
C -2.3382 -2.3103 1.9143 -0.18 0.00 0.07
C -3.6752 -2.3105 1.4670 0.13 -0.02 0.04
C -4.7146 -1.8370 2.2496 -0.05 0.02 0.07
C -4.4752 -1.3543 3.5306 -0.08 -0.03 0.00
C -3.1677 -1.3543 4.0049 -0.02 -0.03 0.05
C -2.1270 -1.8110 3.2158 -0.04 -0.05 0.01
H -1.5791 -3.3505 0.2215 0.05 0.16 -0.12
H -0.5334 -3.3534 1.6488 -0.08 -0.10 -0.01
H -3.8896 -2.7029 0.4783 0.01 0.00 0.00
H -5.7264 -1.8535 1.8574 0.01 0.01 0.00
H -5.2907 -0.9965 4.1483 0.02 0.03 -0.01
H -2.9634 -0.9959 5.0089 0.04 0.04 -0.02
H -1.1140 -1.7832 3.6066 0.03 0.00 -0.05
C -2.6327 2.9611 2.1765 0.04 0.05 -0.10
Ge -1.2075 2.5375 0.8311 -0.54 0.49 0.31
C 0.2298 3.7021 1.5746 -0.02 -0.31 -0.07
C -1.7668 3.6006 -0.7465 0.02 -0.23 0.02
C -1.2338 0.5917 0.7102 0.01 1.12 0.54
H -2.7506 4.0466 2.2548 -0.01 0.00 0.00
H -2.3552 2.5830 3.1642 0.03 -0.05 -0.03
H -3.6031 2.5296 1.9200 0.04 -0.04 -0.03
H -0.2258 4.6921 1.6704 -0.04 -0.03 -0.03
H 1.0922 3.7864 0.9188 0.09 -0.03 -0.08
H 0.5720 3.3942 2.5626 0.02 -0.08 0.01
H -1.9723 4.6119 -0.3856 0.00 -0.01 0.04
H -2.6802 3.2065 -1.1952 0.07 0.08 0.00
H -0.9997 3.6580 -1.5176 0.05 -0.03 0.06
H -1.5383 0.2599 1.7140 -0.01 -0.04 -0.04
Ge 2.1199 -2.3422 1.0677 1.33 -1.56 0.64
C 1.8252 -4.1334 1.9399 -0.18 0.10 -0.02
C 2.3371 -5.2963 1.3649 0.00 0.08 -0.02
C 2.1328 -6.5444 1.9394 0.02 -0.09 -0.01
C 1.3988 -6.6640 3.1110 0.01 0.00 0.03
C 0.8779 -5.5217 3.7036 0.01 -0.03 0.01
C 1.0909 -4.2810 3.1185 0.01 -0.04 0.07
C 3.5373 -1.7334 2.3766 -0.16 0.26 0.14
C 4.7303 -1.1905 1.8973 -0.07 -0.02 -0.06
C 5.7416 -0.7734 2.7523 0.06 0.04 0.05
C 5.5866 -0.8969 4.1267 0.06 0.02 -0.01
C 4.4103 -1.4343 4.6296 -0.02 0.03 0.07
C 3.4017 -1.8328 3.7631 0.02 -0.10 -0.01
H 3.2111 -2.8781 0.0781 -0.04 0.16 -0.06
H 2.8975 -5.2099 0.4401 0.01 -0.06 0.01
H 2.5420 -7.4323 1.4682 -0.01 0.01 -0.02
H 1.2253 -7.6377 3.5557 0.01 0.00 -0.01
H 0.2905 -5.6016 4.6119 0.00 0.02 0.00
H 0.6484 -3.4081 3.5897 -0.02 -0.01 -0.02
H 4.8676 -1.1063 0.8227 0.04 0.03 0.01
H 6.6559 -0.3483 2.3502 -0.01 -0.01 -0.02
H 6.3777 -0.5831 4.7991 -0.01 0.02 -0.01
H 4.2766 -1.5298 5.7028 -0.01 -0.03 -0.02
H 2.4930 -2.2580 4.1773 0.03 0.04 0.04
C -1.8679 -0.2203 -0.3209 0.00 -0.37 -0.87
Ge -2.0615 0.2423 -2.2015 -0.60 -0.04 -0.33
C -2.4010 -1.3267 -3.3707 0.01 0.20 0.15
C -2.8591 -2.5332 -2.8479 -0.03 0.02 0.12
C -3.2089 -3.5859 -3.6781 -0.05 -0.07 -0.01
C -3.1171 -3.4475 -5.0572 0.03 0.03 -0.02
C -2.6652 -2.2508 -5.5939 -0.03 -0.08 -0.07
C -2.3108 -1.2028 -4.7550 0.04 0.05 0.07
C -3.9245 1.0265 -2.2852 0.05 -0.09 0.00
C -4.5696 1.4459 -1.1226 0.10 -0.04 0.11
C -5.9147 1.7904 -1.1177 -0.07 0.01 -0.02
C -6.6529 1.7241 -2.2911 -0.01 0.01 0.02
C -6.0290 1.3262 -3.4663 -0.02 0.02 -0.03
C -4.6847 0.9817 -3.4558 0.11 0.04 0.03
C -0.9789 1.4391 -3.3674 -0.16 -0.14 0.25
C 0.2932 1.1006 -3.8234 0.09 0.02 -0.01
C 0.9524 1.8979 -4.7503 0.04 -0.01 -0.02
C 0.3440 3.0383 -5.2546 -0.01 0.01 -0.01
C -0.9283 3.3805 -4.8188 -0.01 0.04 -0.06
C -1.5793 2.5868 -3.8845 -0.02 -0.03 -0.01
H -2.7913 -0.7283 -0.0542 0.00 -0.10 -0.12
H -2.9122 -2.6551 -1.7711 0.02 -0.03 -0.01
H -3.5437 -4.5264 -3.2549 0.00 0.03 0.04
H -3.3843 -4.2720 -5.7086 0.00 0.00 0.01
H -2.5873 -2.1386 -6.6702 0.03 0.02 0.01
H -1.9408 -0.2775 -5.1851 0.00 -0.01 -0.03
H -4.0095 1.4892 -0.1928 -0.04 -0.06 -0.02
H -6.3909 2.0922 -0.1916 0.01 0.01 0.00
H -7.7094 1.9678 -2.2869 0.01 0.02 -0.01
H -6.5946 1.2656 -4.3900 0.00 0.01 0.01
H -4.2101 0.6537 -4.3733 -0.07 -0.03 -0.06
H 0.7731 0.1966 -3.4632 -0.01 0.03 0.02
H 1.9453 1.6163 -5.0830 -0.01 0.00 0.00
H 0.8519 3.6528 -5.9896 0.02 0.01 0.02
H -1.4181 4.2646 -5.2122 0.00 0.00 0.02
H -2.5729 2.8623 -3.5524 0.01 0.03 -0.04

3.
26
Properties=species:S:1:pos:R:3:forces:R:3 method="wB97M-V/def2-TZVPD" gap_ev=10.00 homo_energy_ev=-8.980 energy_ev=-10629.0411 de_lowest_kj_mol=67.8
C 0.9167 -2.3249 3.4707 0.34 -1.06 0.15
C -0.7373 -0.5145 0.6159 0.14 0.91 1.03
C -0.1951 -1.5106 1.4072 -0.20 0.36 -1.20
C -0.6656 0.8316 1.0434 0.64 -1.62 -0.70
C 0.4432 -1.2073 2.6004 0.00 -0.64 0.84
C 0.1387 1.1095 2.1375 -0.75 0.73 0.86
C 0.6210 0.1085 2.9969 -0.29 0.23 -1.64
H -1.1699 -0.7292 -0.3444 -0.32 -0.24 -0.09
H -0.2244 -2.5036 0.9728 0.05 -0.25 0.55
H -1.1342 1.5231 0.3599 0.22 0.65 0.40
H 0.2990 2.1386 2.4434 -0.03 0.03 -0.13
H 1.3160 -1.9592 4.4141 0.21 -0.04 -0.05
H 1.6485 -2.9700 2.9633 0.28 0.50 0.09
H 1.1890 0.3873 3.8708 -0.02 -0.14 0.15
H 0.1648 -3.0817 3.7210 -0.43 0.49 -0.01
C -0.4947 1.5586 -3.1431 1.14 -0.97 1.47
C -0.9007 0.2438 -3.7943 -0.50 0.48 -1.46
C 0.5607 1.2362 -2.0662 0.69 1.62 0.65
H -0.0306 2.2793 -3.8122 -0.28 -0.04 -0.30
H -1.3191 2.0355 -2.6126 -0.27 0.02 -0.41
H -0.0875 -0.4542 -3.9942 0.29 0.15 0.45
H 1.5644 1.1050 -2.4716 -0.10 -0.40 -0.29
H 0.7060 2.0836 -1.3694 -0.18 -0.01 -0.34
H 0.3438 0.4388 -1.3758 -0.26 -0.58 -0.33
H -1.6716 -0.2717 -3.2265 -0.01 -0.05 0.05
H -1.2811 0.4475 -4.8070 -0.35 -0.14 0.29

4.
70
Properties=species:S:1:pos:R:3:forces:R:3 method="wB97M-V/def2-TZVPD" gap_ev=6.62 charge=+3 homo_energy_ev=-16.247 energy_ev=-86344.0709 de_lowest_kj_mol=115.9
Hf -0.3836 0.7134 0.0683 -0.49 0.22 1.75
Cl 3.6368 6.2660 -0.4805 0.03 0.05 0.01
C 2.9676 4.6950 -0.5091 0.09 -0.21 -0.07
C 3.7471 3.6225 -0.8589 0.07 0.36 0.04
C 3.2063 2.3304 -0.9186 -0.40 -0.72 -0.02
I 4.4203 0.7133 -1.4300 -0.03 0.26 -0.01
C 1.8749 2.0993 -0.6368 1.03 0.73 -0.26
O 1.2882 0.8696 -0.7465 1.84 0.60 -1.13
C 1.0763 3.1855 -0.2119 0.19 0.22 -0.04
N -0.2279 2.9103 0.1534 0.46 0.58 -0.16
C -1.0006 3.9220 0.5522 -0.10 -0.06 0.00
C -0.5608 5.2366 0.6047 0.05 0.09 0.01
C 0.7373 5.5278 0.2460 -0.05 -0.06 0.00
C 1.6037 4.4979 -0.1602 -0.14 -0.14 0.06
H 4.7886 3.7810 -1.1043 -0.01 -0.01 0.00
H -2.0151 3.6800 0.8472 0.00 -0.04 -0.02
H -1.2338 6.0148 0.9346 -0.02 -0.02 -0.01
H 1.1024 6.5465 0.2735 -0.01 0.00 0.03
C -5.5972 -0.1522 -1.0848 -0.37 -0.21 -0.08
O -4.3520 0.5916 -0.8790 0.16 0.12 0.10
P -2.9368 -0.0814 -0.8846 -1.42 -0.19 -0.27
O -2.0102 1.2222 -1.4376 0.04 -0.58 0.56
C -2.4038 1.9663 -2.6364 0.13 0.28 -0.38
O -2.3530 0.2456 0.7256 -1.36 -0.18 -0.28
C -3.1933 0.9969 1.6735 -0.21 0.10 0.36
H -6.2225 -0.0055 -0.2096 0.09 0.06 0.03
H -5.4045 -1.2151 -1.2283 0.10 0.04 0.00
H -6.0880 0.2576 -1.9617 0.09 0.06 0.00
H -3.1293 1.3977 -3.2134 0.02 -0.09 0.07
H -1.5150 2.1408 -3.2355 0.04 -0.06 0.07
H -2.8431 2.9093 -2.3243 -0.01 -0.05 0.09
H -3.7312 1.7912 1.1634 0.08 -0.02 -0.08
H -2.5367 1.4046 2.4391 0.07 -0.07 -0.03
H -3.9031 0.3133 2.1314 0.06 -0.07 -0.04
C 1.4026 -3.1119 3.4789 0.11 -0.03 0.02
N 0.7733 -1.8927 2.9667 0.10 -0.04 0.19
C 1.4403 -0.7543 2.7731 -0.06 -0.25 -0.06
S 0.5286 0.6966 2.4229 -0.19 0.25 0.29
N 2.7443 -0.7203 2.9113 0.07 0.04 -0.04
C 3.6353 0.4135 2.6716 0.19 0.20 0.03
H 0.6488 -3.8891 3.5596 -0.02 0.02 -0.03
H 1.8306 -2.9531 4.4716 -0.01 0.02 -0.01
H 2.1805 -3.4561 2.7955 -0.03 0.00 -0.02
H -0.2180 -1.7985 3.1146 -0.07 0.07 -0.08
H 3.1977 -1.5472 3.2794 -0.06 -0.05 -0.02
H 3.1017 1.2074 2.1592 -0.03 -0.04 -0.03
H 4.4733 0.0851 2.0601 -0.04 -0.03 -0.02
H 4.0198 0.7966 3.6162 -0.06 -0.05 0.02
C -2.2989 -3.3095 0.0258 0.07 -0.07 -0.02
C -0.7801 -3.3269 -0.1371 -0.23 0.34 0.09
P 0.0199 -1.7842 -0.7467 0.18 -1.49 -0.97
C -0.3041 -1.6729 -2.5699 0.11 -0.15 0.11
C 0.2441 -2.8253 -3.4141 -0.01 0.03 0.01
C 1.8257 -2.1724 -0.6744 -0.06 0.10 0.16
C 2.2057 -3.6538 -0.6872 0.02 0.06 -0.02
H -2.6269 -4.2655 0.4330 -0.01 0.01 0.00
H -2.8028 -3.1793 -0.9315 -0.02 0.04 0.01
H -2.6260 -2.5293 0.7163 -0.02 -0.02 0.00
H -0.4912 -4.1235 -0.8223 0.10 0.00 0.01
H -0.3060 -3.5401 0.8232 0.05 -0.04 -0.01
H 0.1503 -0.7291 -2.8926 -0.05 0.01 -0.02
H -1.3799 -1.5986 -2.7266 -0.07 0.07 0.07
H 1.3324 -2.8469 -3.4166 0.00 -0.03 0.01
H -0.0811 -2.6963 -4.4457 0.02 0.00 0.00
H -0.1320 -3.7902 -3.0755 0.02 -0.01 -0.02
H 2.2378 -1.6840 0.2116 0.04 0.03 -0.02
H 2.2666 -1.6614 -1.5314 -0.01 0.10 0.04
H 1.8630 -4.1818 0.2016 -0.01 -0.01 -0.01
H 3.2928 -3.7277 -0.7170 0.00 -0.03 0.01
H 1.8241 -4.1718 -1.5644 -0.01 -0.03 0.03